1.
A structure of composition C24H35FeN9 at a distorted geometry. Source: the OMol25 dataset; level of theory: ωB97M-V with the def2-TZVPD basis set.

Geometry as XYZ:
```
69
Properties=species:S:1:pos:R:3:forces:R:3
Fe 1.009681 -0.692640 0.206172 -0.0712 -0.0520 -0.4777
N 1.934818 0.173437 -1.627941 2.8401 -0.5565 0.9014
N 0.212815 0.992151 1.295485 0.9925 0.2231 0.5787
N -1.140766 1.104928 1.455171 -1.1575 1.0650 -0.6904
N 2.215291 -2.592715 -0.032973 -0.7179 -0.7841 -0.2009
N -1.082226 3.091110 0.152114 -0.5358 0.5945 -0.9601
N -3.118849 3.954928 -0.590176 -0.3620 0.8699 -0.6050
N 2.887071 0.342392 1.529901 -1.9459 0.9621 0.3207
N -0.406173 -2.137434 1.094800 0.4719 0.1908 0.7176
N -0.555360 -0.966788 -1.627348 0.7898 1.3570 -0.5340
C -5.413354 1.194339 1.460438 0.3374 -0.9053 2.1931
C -6.018365 2.096473 0.644180 -1.4401 0.9640 -1.7464
C -3.890686 3.056253 0.107544 -1.1900 -0.8225 0.3080
C 0.900019 0.851222 -2.342424 -1.2033 1.5024 -0.3239
C -1.746552 2.114215 0.872366 -1.1590 -0.5877 0.5064
C -1.800414 3.961103 -0.557824 0.7546 -1.5836 1.9015
C 5.060915 0.979648 2.260695 1.2567 -1.5524 0.5358
C 2.420504 1.533888 2.014188 1.0351 0.1703 0.3565
C 3.035109 -2.831138 -1.249893 0.0328 -2.0225 -0.3284
C -1.646731 -2.456190 0.371799 0.4209 -1.1052 -0.4254
C -2.460003 -1.245582 -0.092322 -0.0999 -1.3147 0.9868
C 2.487334 -2.164901 -2.486742 -1.5689 -0.0156 0.5363
C 0.320748 -3.351040 1.473807 0.7555 -1.4835 -1.1824
C 3.271626 2.463927 2.647229 -0.7719 -0.6619 -0.9950
C 4.155878 0.080893 1.712147 0.3144 0.2626 -0.1959
C 4.623795 2.164991 2.764732 0.4857 1.5120 0.7374
C -1.869817 -0.499388 -1.310302 -1.4940 -0.6869 2.1386
C 0.971159 1.780297 1.960787 -0.0762 0.3610 -0.3975
C -4.042868 1.258702 1.694699 -0.4347 -0.5357 0.2769
C 1.265301 -3.699887 0.239194 -1.6399 -1.1083 0.4629
C 2.801221 -0.684089 -2.521231 0.6208 0.3226 0.1955
C -5.278589 3.061313 -0.038594 0.3208 -0.7197 0.4579
C -0.099033 -0.195348 -2.806693 2.2801 -1.5421 0.3136
C -3.281748 2.112840 0.935243 2.5916 1.0447 -0.5540
H 5.326951 2.870344 3.284564 -0.8323 -0.7817 -0.6833
H -3.558617 0.687491 2.484209 -0.1408 -0.1836 -0.3559
H 4.009968 -2.406797 -1.066067 0.4914 -0.1122 0.1741
H 2.836235 -2.595998 0.751347 0.5342 0.1008 0.5467
H -1.796712 0.536486 -1.054546 0.0501 0.7407 0.0413
H -1.335626 4.764086 -1.090047 0.4994 0.2009 -0.2561
H -5.740181 3.749693 -0.713015 -0.3198 0.3804 -0.2179
H -0.379618 -4.206647 1.734317 0.7452 0.7967 -0.6439
H 4.458942 -0.898757 1.422831 0.4727 -0.5441 -0.3087
H 2.871526 3.420921 2.937023 -0.0775 0.0553 0.3440
H 0.893189 -3.204512 2.395884 0.1230 0.3037 -0.2542
H 3.169051 -3.974550 -1.476387 -0.2374 1.9864 0.7316
H 1.226998 1.449642 -3.208264 0.2809 -0.2970 0.1230
H -7.116237 2.026713 0.466182 1.0085 0.2126 0.2568
H 3.881226 -0.597663 -2.203504 -1.0900 0.2731 -0.2935
H 0.572063 -3.833452 -0.630153 0.7033 0.3278 0.4463
H -1.321356 -3.115601 -0.451321 -0.3188 0.3922 -0.0628
H -3.599948 4.722656 -1.040677 0.0787 -0.1272 -0.1419
H 2.902490 -2.653447 -3.348306 0.2305 -0.1409 -0.5098
H 0.428954 -0.937869 -3.472794 -0.5504 1.0591 0.3926
H 6.087452 0.608028 2.420717 -0.5509 0.5134 -0.2338
H -2.183234 -3.178387 1.004242 -0.5138 0.5557 -0.0542
H -3.473716 -1.658433 -0.178139 0.1230 0.3345 -0.8494
H -0.657894 -1.757621 1.986490 -0.5252 0.8386 0.4084
H 2.725186 -0.278899 -3.534634 0.1004 -0.0976 0.0252
H -2.567015 -0.628037 0.786659 0.2512 0.5256 0.0378
H -0.901512 0.200099 -3.354206 -1.1272 0.6866 -0.7184
H 0.558281 2.667284 2.482111 0.2142 -0.7133 -0.1636
H 2.634584 0.805184 -1.190701 -1.0922 -0.0378 -0.4434
H 0.447651 1.600682 -1.647637 -0.0140 -0.6026 -0.3819
H -6.040363 0.523031 2.071881 0.4711 0.2717 -0.4966
H -2.579146 -0.582273 -2.102530 -0.3089 -0.1266 -1.0219
H -0.591381 -1.909629 -1.915321 -0.2161 -1.2827 -0.1759
H 1.712015 -4.726450 0.354365 0.0992 1.1272 0.0765
H 1.378038 -2.339224 -2.512801 1.0061 0.0025 -0.1457
```
Positions in Å, forces in eV/Å.

Summary:
**Spin multiplicity**: 5
**Orbital gap (spin up / spin down)**: 7.77 / 7.62 eV
**LUMO (spin up / spin down)**: -5.69 / -5.88 eV
**E_HOMO (spin up / spin down)**: -13.45 / -13.51 eV
**Total energy**: -2691.5735 a.u.
**Charge**: +2

***

2.
A structure of composition C10H35O20Zn at a distorted geometry. Source: the OMol25 dataset; level of theory: ωB97M-V with the def2-TZVPD basis set.

Geometry as XYZ:
```
66
Properties=species:S:1:pos:R:3:forces:R:3
Zn 3.163070 -0.666170 -2.035380 -1.9918 -1.8857 1.1731
O -3.221237 -1.651606 -1.521791 -0.1979 0.3045 -0.4456
O 0.907330 2.955298 -0.719088 0.9370 0.1446 1.0447
O 2.730757 -2.657805 -2.680532 -0.2499 3.9869 -1.0522
O 4.204198 -4.230964 -2.187772 -0.5980 0.1579 0.0270
O -5.156699 1.704400 1.296114 -1.2238 0.6309 -0.8519
O 3.454197 0.627952 2.152303 0.5609 0.3148 0.3841
O -1.493261 -5.317850 1.921256 -0.6131 -0.6872 -0.7239
O 2.622097 -2.714070 2.227456 0.4090 0.0372 0.1329
O -1.312849 -3.657740 3.387395 -1.0713 0.1488 -1.0267
O -0.551159 -0.161578 -4.207958 -0.1791 0.2600 -0.6532
O 1.752374 2.149530 3.872272 0.6224 -0.3295 0.8818
O -5.053175 -0.393518 1.379277 -0.7515 -0.3212 -0.6230
O 4.694350 -1.418611 -0.801806 0.4147 0.4922 -0.1186
O 0.103443 3.240874 2.103501 -0.2228 0.1296 0.1663
O 2.172042 -0.537852 -0.067361 4.7340 -1.1787 3.3200
O -3.147222 4.382279 -2.379677 3.1556 -1.6347 -3.2470
O 1.024303 -0.372931 -1.788753 -0.5933 0.3026 -1.5081
O -4.624176 4.723412 -0.919349 -1.2485 -0.3230 2.2375
O -0.672728 2.299522 -2.792945 0.5164 0.1503 0.2099
O 3.804036 1.342288 -1.588562 0.3043 -0.1970 -0.5883
C -1.706376 -4.148850 2.280369 1.8834 0.4836 1.0953
C -2.391867 4.275094 -0.095018 -0.4023 -0.2778 -1.0411
C -4.539299 0.714345 1.654449 1.6709 -0.3055 1.4306
C -2.263136 -3.152717 1.219659 -0.0606 0.3764 0.7449
C 1.085895 -0.350327 -0.516055 -4.0589 2.0417 -1.8815
C -3.337224 0.799405 2.519678 1.0475 0.6142 -0.0822
C -0.115574 0.077662 0.356517 -0.5927 -0.2675 -0.6071
C 1.886594 -4.544209 -1.764131 -0.9995 -1.8770 -0.0757
C -3.471542 4.376207 -1.208791 -1.6459 2.7672 1.2163
C 3.031621 -3.802483 -2.286749 2.5468 -0.4541 1.1730
H -1.513179 2.750905 -2.714678 -0.8673 0.9070 0.0241
H -0.503304 3.945085 2.331925 -0.2288 0.0985 0.0734
H -0.603363 -0.776413 0.826321 0.6166 -0.2125 0.4771
H -2.921694 -2.471985 -1.913569 0.0801 -0.2399 0.0455
H 1.656566 2.932685 4.414241 -0.1292 0.1377 0.0371
H 0.018903 -0.115881 -3.440386 0.5077 -0.3690 0.7149
H -2.616073 -0.005001 2.374796 -0.4928 -0.4530 0.4125
H 0.022501 3.152985 1.153791 0.1983 0.0261 -0.7921
H 2.178835 -5.591076 -1.681889 -0.2459 -0.0350 0.3111
H 1.563723 -4.158502 -0.797132 0.1416 0.0249 0.0230
H 2.936765 0.071423 1.570262 -0.4584 -0.3772 -0.4000
H 4.192191 0.916274 1.615218 0.1206 0.0616 -0.0500
H -1.537320 4.879315 -0.399572 0.0830 -0.0691 -0.0626
H 1.028962 -4.478141 -2.433611 0.0054 0.1152 0.0212
H -0.963919 0.505205 -0.177918 0.3702 0.0264 -0.8887
H -2.686811 -1.552737 -0.733859 0.0785 -0.0811 0.3370
H -3.673661 0.949341 3.545556 0.0780 -0.5521 0.0934
H 5.424924 -1.018132 -0.330524 0.0393 0.2901 0.2050
H -2.736575 1.685728 2.315358 -0.3155 0.3526 -0.3477
H -3.220988 -3.429643 0.779277 0.0378 -0.1526 0.0626
H -1.539437 -2.991109 0.420768 0.2228 -0.4068 -0.1340
H -2.349774 -2.194279 1.731502 -0.3209 0.1271 -0.0304
H 3.517778 2.142932 -2.028159 -0.4683 0.1180 -0.2465
H -0.943610 -1.033517 -4.163847 -0.1510 -0.1471 0.1343
H -2.126027 3.221748 -0.183880 0.3991 -0.1512 0.8646
H 0.110979 0.866260 1.074077 0.6281 -0.5356 0.2108
H 2.438395 -3.649046 2.136333 -0.2956 -0.2667 0.1042
H 1.547973 3.518829 -1.152956 -0.0754 0.2860 0.0533
H 4.908555 -2.351145 -0.828840 -0.2517 -1.0038 -0.5207
H 0.277863 2.734693 -1.405629 -0.8644 -0.4764 -1.0235
H 1.211570 2.323229 3.101820 -0.2563 0.2159 -0.3067
H 4.387232 1.645854 -0.892882 0.0552 -0.2131 0.4210
H -2.768256 4.635084 0.862498 -0.0626 -0.5208 0.0317
H -0.898136 1.426734 -3.114907 -0.1385 -0.4123 -0.2703
H 2.599628 -2.376688 1.331968 -0.1411 0.2840 -0.2957
```
Positions in Å, forces in eV/Å.

Summary:
**Spin multiplicity**: 2
**Orbital gap (spin up / spin down)**: 4.36 / 4.10 eV
**LUMO (spin up / spin down)**: 1.97 / 1.72 eV
**E_HOMO (spin up / spin down)**: -2.39 / -2.39 eV
**Total energy**: -3686.2117 a.u.
**Charge**: -2

***

Looking at relative energy (zero: lowest compared OMol25 entry of this formula, charge and spin) for the records above, in order, we have 0.0; 0.0 kcal per mole.